16
Properties=species:S:1:pos:R:3:forces:R:3 method="wB97M-V/def2-TZVPD" homo_ev=-8.49 gap_ev=8.82 e_above_lowest_kcal_mol=49.7 smiles="C[C@@H](Cl)C(=S)N(C)O"
C -2.256 1.044 0.643 1.14 -0.37 -1.06
C -1.294 -0.086 0.189 -0.33 -0.12 0.07
Cl -1.994 -0.990 -1.227 0.06 0.33 0.05
C 0.113 0.357 -0.198 -0.51 0.86 -0.48
S 0.339 1.874 -0.821 0.25 -0.23 0.19
N 1.110 -0.526 -0.046 1.00 1.24 -0.66
C 2.477 -0.272 -0.596 -1.08 0.15 0.21
O 0.761 -1.837 0.094 0.04 -1.09 0.78
H -3.216 0.586 0.881 0.12 0.24 0.34
H -2.368 1.748 -0.192 -0.13 -0.26 0.23
H -1.754 1.613 1.437 -0.50 -0.32 0.13
H -1.238 -0.884 0.918 0.02 0.13 0.36
H 3.140 -1.048 -0.250 -0.03 -0.45 -0.01
H 2.437 -0.220 -1.700 0.08 0.03 0.53
H 2.829 0.666 -0.170 -0.11 0.07 -0.28
H 0.913 -2.025 1.038 -0.03 -0.21 -0.40